Here is a 12-piece molecular cluster, C34H72Br8N8O6 overall from OMol25. Energies are from wB97M-V/def2-TZVPD.

Geometry (Å):
Br (-20.732, -14.704, -4.506)
Br (-20.512, -20.285, 0.093)
Br (-17.781, -18.582, 1.784)
Br (-22.275, -24.458, 1.362)
Br (-24.584, -22.441, -2.164)
Br (-18.348, -17.612, -1.744)
Br (-15.499, -22.084, 3.070)
Br (-12.842, -18.392, 4.157)
O (-22.807, -21.119, 2.946)
O (-17.367, -20.265, -4.625)
O (-21.761, -16.501, 0.147)
O (-23.079, -18.637, -3.792)
O (-17.797, -20.156, 5.777)
O (-18.494, -24.702, -0.705)
N (-24.140, -18.904, -1.788)
N (-20.509, -15.704, 1.860)
N (-20.791, -21.391, 3.895)
N (-18.849, -25.510, 1.386)
N (-13.795, -19.991, 0.347)
N (-19.102, -21.353, -3.623)
N (-18.406, -18.158, 6.609)
N (-16.358, -14.889, -1.821)
C (-11.762, -23.011, -0.852)
C (-14.417, -19.538, 3.631)
C (-19.552, -26.325, 2.279)
C (-25.507, -18.717, -2.347)
C (-19.915, -22.281, 4.706)
C (-21.996, -21.791, 3.555)
C (-14.783, -18.147, -2.138)
C (-19.413, -16.841, -3.295)
C (-20.321, -19.975, 3.838)
C (-17.676, -24.864, 1.962)
C (-13.956, -20.998, -0.105)
C (-17.823, -21.016, -3.784)
C (-14.164, -19.169, -3.085)
C (-21.542, -15.328, 2.743)
C (-19.424, -22.414, -2.668)
C (-20.658, -16.328, 0.698)
C (-24.167, -23.487, -0.532)
C (-19.139, -25.441, 0.074)
C (-23.018, -18.791, -2.557)
C (-18.893, -21.116, 0.928)
C (-20.151, -20.551, -4.277)
C (-20.010, -15.509, -2.898)
C (-13.154, -23.373, -0.256)
C (-18.936, -17.373, 7.702)
C (-15.855, -15.821, -2.331)
C (-13.947, -20.970, 3.443)
C (-18.180, -17.470, 5.308)
C (-22.673, -23.663, -0.433)
C (-24.005, -19.041, -0.354)
C (-17.687, -20.205, 0.700)
C (-18.110, -19.497, 6.732)
C (-19.174, -15.343, 2.334)
C (-14.243, -22.348, -0.672)
C (-15.258, -16.987, -2.993)
H (-20.575, -26.571, 1.995)
H (-18.546, -22.625, -2.057)
H (-14.221, -20.119, -2.555)
H (-24.733, -24.416, -0.476)
H (-25.781, -17.686, -2.123)
H (-19.934, -16.983, 7.504)
H (-16.794, -20.711, 1.067)
H (-11.713, -23.277, -1.908)
H (-15.209, -19.537, 4.380)
H (-14.448, -16.550, -3.577)
H (-24.380, -20.002, -0.002)
H (-12.987, -23.471, 0.816)
H (-18.880, -22.146, 0.571)
H (-13.549, -21.318, 4.396)
H (-19.074, -14.259, 2.279)
H (-14.863, -19.077, 2.750)
H (-24.571, -18.309, 0.222)
H (-16.964, -25.602, 2.332)
H (-16.063, -17.462, -3.554)
H (-15.578, -18.661, -1.597)
H (-25.613, -18.842, -3.425)
H (-14.310, -22.304, -1.759)
H (-13.134, -18.992, -3.395)
H (-19.128, -17.200, 4.843)
H (-10.977, -23.712, -0.568)
H (-20.213, -17.540, -3.539)
H (-19.295, -19.791, 3.522)
H (-19.650, -25.707, 3.172)
H (-20.346, -19.437, 4.786)
H (-18.802, -16.888, -4.196)
H (-20.801, -15.600, -2.153)
H (-19.317, -14.852, -2.374)
H (-20.964, -19.523, 3.082)
H (-22.486, -15.834, 2.545)
H (-19.714, -16.528, 0.167)
H (-17.141, -21.656, -3.203)
H (-20.027, -26.075, -0.069)
H (-22.366, -24.449, -1.122)
H (-22.096, -18.880, -1.962)
H (-15.239, -22.626, -0.327)
H (-21.635, -14.258, 2.929)
H (-21.407, -15.625, 3.783)
H (-17.599, -16.571, 5.513)
H (-20.243, -22.119, -2.012)
H (-18.326, -15.640, 1.717)
H (-22.970, -18.868, -0.060)
H (-22.039, -22.776, -0.436)
H (-19.728, -19.649, -4.719)
H (-20.030, -22.065, 5.768)
H (-19.762, -23.330, -3.153)
H (-18.984, -27.236, 2.469)
H (-17.963, -24.210, 2.785)
H (-13.527, -24.368, -0.499)
H (-18.324, -16.494, 7.904)
H (-19.015, -21.267, 2.000)
H (-14.020, -17.800, -1.442)
H (-18.324, -19.825, 7.761)
H (-14.771, -19.300, -3.981)
H (-22.131, -22.823, 3.912)
H (-13.137, -21.040, 2.718)
H (-17.597, -19.944, -0.355)
H (-17.179, -24.253, 1.208)
H (-20.207, -23.331, 4.706)
H (-18.856, -22.138, 4.489)
H (-20.646, -21.261, -4.939)
H (-17.694, -18.186, 4.646)
H (-20.872, -20.226, -3.528)
H (-19.123, -15.664, 3.374)
H (-11.501, -21.962, -0.714)
H (-18.975, -17.921, 8.643)
H (-24.538, -22.856, 0.276)
H (-26.391, -19.194, -1.924)

Calculated total energy, a.u.: -22819.92735
Spin multiplicity: 2
Charge: +1

Here is a 2-piece molecular cluster, C25H19O8S2 overall from OMol25. Energies are from wB97M-V/def2-TZVPD.

Geometry (Å):
S (-1.382, 1.994, -2.885)
S (1.593, 2.231, -2.769)
O (2.678, 1.521, -3.415)
O (-1.820, 2.713, -1.703)
O (-0.304, -1.360, 4.130)
O (5.240, -0.493, 4.158)
O (0.238, 0.016, -1.956)
O (-2.284, 1.118, -3.606)
O (-2.703, 2.759, 3.580)
O (1.815, 2.997, -1.556)
C (1.444, 4.074, -4.874)
C (-0.627, 3.148, -4.037)
C (-1.162, -0.495, 3.996)
C (-0.683, 4.689, -5.875)
C (0.755, 3.257, -3.981)
C (0.170, 1.175, -2.560)
C (-2.624, -0.760, 4.027)
C (4.003, 0.044, 3.993)
C (-4.660, -2.010, 4.172)
C (3.678, 1.190, 4.765)
C (5.532, -1.692, 3.398)
C (-4.733, 0.406, 3.810)
C (-3.264, -1.981, 4.203)
C (-1.364, 3.856, -4.983)
C (0.102, 1.728, 3.762)
C (0.714, 4.796, -5.822)
C (0.062, -0.103, -0.456)
C (-5.392, -0.818, 3.970)
C (1.436, 1.187, 3.810)
C (1.789, 0.058, 3.034)
C (3.043, -0.507, 3.108)
C (-2.406, 1.580, 3.704)
C (-3.344, 0.425, 3.840)
C (-1.032, 0.982, 3.772)
C (2.429, 1.755, 4.650)
H (4.834, -2.505, 3.651)
H (-0.920, 0.295, -0.189)
H (-5.186, -2.955, 4.304)
H (6.546, -1.951, 3.698)
H (2.158, 2.633, 5.237)
H (2.531, 4.121, -4.814)
H (4.435, 1.591, 5.436)
H (5.489, -1.498, 2.314)
H (-2.658, -2.872, 4.358)
H (-2.447, 3.738, -5.005)
H (1.251, 5.442, -6.518)
H (0.877, 0.443, 0.027)
H (1.075, -0.396, 2.353)
H (0.134, -1.177, -0.293)
H (-0.006, 2.812, 3.809)
H (-1.257, 5.250, -6.614)
H (-6.480, -0.855, 3.940)
H (3.269, -1.392, 2.506)
H (-5.265, 1.343, 3.661)

Energy above the lowest of the compared OMol25 structures with the same formula, charge and spin, kcal/mol: 0.0
Charge: -1